No. 1
DFT (wB97M-V/def2-TZVPD) results for a cluster of 2 separate species, C6H10O in total.

Properties
structure (SMILES)	C=CC=O.C1CC1
LUMO level	0.000	Ha
net charge	0
F_max	0.0170	hartree/bohr
2S+1	1
gap between HOMO and LUMO	10.022	eV

Atoms and positions in Å:
1 C -1.085 0.291 1.547
2 C -2.155 -0.104 0.855
3 C -2.303 0.098 -0.586
4 O -1.392 0.531 -1.254
5 H -0.963 0.184 2.619
6 H -0.301 0.878 1.097
7 H -3.017 -0.558 1.304
8 H -3.291 -0.172 -1.037
9 C 1.384 -0.628 0.177
10 C 1.739 -0.456 -1.265
11 C 1.723 0.737 -0.372
12 H 0.351 -0.965 0.250
13 H 2.106 -1.072 0.866
14 H 2.680 -0.860 -1.593
15 H 0.908 -0.516 -1.964
16 H 2.689 1.159 -0.101
17 H 0.927 1.453 -0.545

What are the Löwdin partial charges on each atom? They are as follows, in elementary charge units: C 0.05; C -0.13; C -0.27; O 0.04; H 0.08; H 0.05; H 0.09; H 0.12; C -0.19; C -0.18; C -0.18; H 0.07; H 0.10; H 0.09; H 0.09; H 0.10; H 0.08



No. 2
DFT (wB97M-V/def2-TZVPD) results for a structure of composition C39H36AsGeN4O3S4W.

Properties
LUMO level	-0.135	Ha
net charge	+1
F_max	0.0142	hartree/bohr
2S+1	1
gap between HOMO and LUMO	6.885	eV

Atoms and positions in Å:
1 W 0.427 0.052 0.874
2 N 3.885 0.386 0.933
3 N 4.043 1.723 0.598
4 C 3.046 2.602 0.527
5 N 3.417 3.875 0.298
6 S 1.351 2.428 0.688
7 H 3.973 0.250 1.934
8 H 4.542 -0.174 0.406
9 H 4.982 2.100 0.567
10 H 4.368 4.180 0.426
11 H 2.699 4.581 0.286
12 S -3.545 -2.496 0.336
13 C -2.234 -1.618 0.340
14 N -1.224 -0.994 0.323
15 O 1.697 0.209 2.436
16 S 0.660 0.385 3.643
17 O 0.915 -0.624 4.620
18 O -0.587 0.068 2.785
19 S 0.637 2.205 4.228
20 C -5.744 0.616 2.248
21 C -5.622 0.694 0.871
22 C -4.399 1.005 0.295
23 C -3.293 1.244 1.104
24 C -3.413 1.163 2.490
25 C -4.639 0.850 3.055
26 As -1.618 1.751 0.273
27 C -1.440 3.628 0.719
28 C -1.760 4.053 2.002
29 C -1.586 5.385 2.353
30 C -1.092 6.290 1.428
31 C -0.763 5.865 0.146
32 C -0.928 4.535 -0.206
33 C -2.030 1.775 -1.616
34 C -1.631 0.753 -2.466
35 C -2.013 0.771 -3.800
36 C -2.795 1.805 -4.291
37 C -3.206 2.823 -3.442
38 C -2.829 2.807 -2.109
39 H -6.698 0.369 2.695
40 H -6.478 0.502 0.236
41 H -4.318 1.040 -0.782
42 H -2.561 1.328 3.130
43 H -4.728 0.787 4.131
44 H -2.136 3.356 2.740
45 H -1.836 5.709 3.355
46 H -0.964 7.329 1.703
47 H -0.383 6.571 -0.581
48 H -0.648 4.205 -1.198
49 H -1.036 -0.071 -2.096
50 H -1.706 -0.036 -4.451
51 H -3.092 1.815 -5.332
52 H -3.824 3.629 -3.815
53 H -3.171 3.596 -1.451
54 C 1.289 -0.033 -0.752
55 Ge 1.357 -2.107 -0.647
56 C 3.195 -2.439 -1.213
57 C 3.651 -3.747 -1.040
58 C 4.930 -4.115 -1.431
59 C 5.775 -3.175 -2.007
60 C 5.332 -1.873 -2.191
61 C 4.050 -1.510 -1.796
62 C 1.231 -2.507 1.271
63 C 2.469 -2.504 1.947
64 C 2.590 -3.013 3.219
65 C 1.476 -3.557 3.853
66 C 0.256 -3.607 3.201
67 C 0.134 -3.096 1.920
68 C 0.077 -2.880 -1.871
69 C -0.748 -3.942 -1.512
70 C -1.606 -4.510 -2.443
71 C -1.633 -4.031 -3.744
72 C -0.797 -2.987 -4.118
73 C 0.054 -2.415 -3.186
74 H 1.840 0.282 -1.632
75 H 3.007 -4.495 -0.588
76 H 5.264 -5.134 -1.289
77 H 6.772 -3.458 -2.317
78 H 5.981 -1.139 -2.653
79 H 3.736 -0.483 -1.960
80 H 3.341 -2.102 1.448
81 H 3.545 -2.987 3.726
82 H 1.563 -3.936 4.862
83 H -0.608 -4.037 3.689
84 H -0.824 -3.169 1.429
85 H -0.734 -4.332 -0.501
86 H -2.252 -5.327 -2.151
87 H -2.299 -4.477 -4.471
88 H -0.801 -2.631 -5.141
89 H 0.717 -1.611 -3.494

What are the Löwdin partial charges on each atom? They are as follows, in elementary charge units: W 1.27; N 0.05; N -0.03; C -0.68; N 0.10; S 0.77; H 0.10; H 0.09; H 0.16; H 0.12; H 0.10; S 0.75; C -0.90; N -0.17; O -0.64; S 0.07; O -0.32; O -0.56; S 0.33; C -0.07; C -0.08; C -0.11; C -0.35; C -0.11; C -0.05; As 1.31; C -0.42; C -0.10; C -0.06; C -0.07; C -0.08; C -0.16; C -0.36; C -0.10; C -0.06; C -0.06; C -0.06; C -0.12; H 0.11; H 0.11; H 0.10; H 0.08; H 0.11; H 0.08; H 0.11; H 0.11; H 0.11; H 0.10; H 0.06; H 0.10; H 0.11; H 0.11; H 0.11; C -0.39; Ge 0.95; C -0.28; C -0.10; C -0.06; C -0.07; C -0.08; C -0.13; C -0.34; C -0.13; C -0.05; C -0.04; C -0.04; C -0.10; C -0.29; C -0.12; C -0.07; C -0.06; C -0.08; C -0.12; H 0.02; H 0.11; H 0.11; H 0.11; H 0.11; H 0.08; H 0.09; H 0.12; H 0.12; H 0.12; H 0.06; H 0.09; H 0.11; H 0.11; H 0.11; H 0.11



No. 3
DFT (wB97M-V/def2-TZVPD) results for a structure of composition C20H17Co2N4O6 at a distorted geometry.

Properties
LUMO level	0.101	Ha
net charge	-1
F_max	0.1162	hartree/bohr
2S+1	1
gap between HOMO and LUMO	5.489	eV

Atoms and positions in Å:
1 O -0.957 -1.603 2.673
2 C -0.771 -1.088 1.644
3 Co -0.805 -0.263 0.068
4 C -2.389 0.457 -0.117
5 O -3.378 1.063 -0.294
6 C 0.051 1.378 -0.349
7 O 0.068 2.414 -0.927
8 C -0.242 -1.598 -1.129
9 C -1.352 -2.489 -1.447
10 C -1.975 -3.221 -0.408
11 C -3.229 -3.793 -0.603
12 C -3.861 -3.667 -1.847
13 C -3.192 -3.055 -2.926
14 C -1.934 -2.492 -2.734
15 C 0.753 -0.799 -1.768
16 C 0.884 0.404 -2.408
17 Co 1.453 -1.696 -0.462
18 C 1.705 -1.432 1.337
19 O 2.126 -1.493 2.424
20 C 2.941 -1.105 -1.146
21 O 3.928 -0.710 -1.621
22 C 1.861 -3.370 -0.656
23 O 2.202 -4.461 -0.825
24 H -1.453 -3.316 0.543
25 H -3.694 -4.307 0.238
26 H -4.860 -4.056 -1.953
27 H -3.672 -2.975 -3.895
28 H -1.410 -1.994 -3.555
29 H 1.816 0.697 -2.885
30 H -0.048 0.875 -2.750
31 N -3.219 1.119 3.061
32 N -2.221 1.356 2.543
33 N -1.097 1.475 2.055
34 C -0.607 2.853 1.889
35 C 0.897 2.697 1.839
36 C 1.715 3.841 1.230
37 C 2.981 3.151 0.673
38 C 2.723 1.639 0.690
39 N 1.299 1.496 1.069
40 H -0.969 3.344 0.968
41 H -0.840 3.529 2.723
42 H 1.227 2.533 2.880
43 H 1.154 4.352 0.416
44 H 1.935 4.585 2.025
45 H 3.256 3.475 -0.340
46 H 3.810 3.373 1.350
47 H 2.914 1.175 -0.279
48 H 3.378 1.075 1.382
49 H 1.099 0.623 1.599

What are the Löwdin partial charges on each atom? They are as follows, in elementary charge units: O 0.06; C -0.25; Co 0.16; C -0.17; O 0.06; C -0.22; O 0.04; C -0.33; C -0.23; C -0.06; C -0.10; C -0.12; C -0.11; C -0.04; C -0.35; C -0.08; Co 0.11; C -0.17; O 0.09; C -0.18; O 0.11; C -0.13; O 0.11; H 0.10; H 0.09; H 0.08; H 0.09; H 0.11; H 0.05; H 0.06; N 0.22; N -0.20; N 0.01; C -0.14; C -0.31; C -0.13; C -0.14; C -0.15; N -0.05; H 0.12; H 0.12; H 0.15; H 0.11; H 0.11; H 0.11; H 0.10; H 0.08; H 0.13; H 0.08